This record from OMol25 describes a structure of composition C29H21BrN7O3PbSTe4. The level of theory is the ωB97M-V functional and the def2-TZVPD basis.

## Properties
HOMO-LUMO gap in eV: 4.08
Energy above the lowest of the compared OMol25 structures with the same formula, charge and spin in kJ/mol: 0.0
LUMO level in eV: 1.1
Total charge: -1
Multiplicity: 1
F_max in hartree/bohr: 0.0675

Last column: natural (NBO) charge in e.
Geometry (Å):
C 12.72373 7.70717 13.48230  -0.4234
Te 6.80128 10.44275 16.66556  -0.1429
O 10.70823 5.23772 13.22670  -0.6963
C 13.15201 12.71095 16.83454  -0.2114
Te 8.58112 11.99381 15.43606  -0.6477
Pb 9.27270 9.42344 13.25112  1.3198
H 11.37266 6.41328 8.79590  0.2204
C 12.50500 9.10474 13.80272  0.6213
H 10.41689 6.76822 11.05161  0.2454
N 13.87774 8.20481 15.34087  -0.2078
C 9.42609 7.08782 17.02104  0.1403
C 11.24726 8.43488 8.27208  -0.1197
C 9.34749 13.54811 10.06438  -0.1436
C 14.52066 13.07012 16.89259  -0.2190
H 14.80139 5.59945 14.73956  0.2217
C 8.53390 4.87575 16.78536  -0.1792
O 9.51564 7.14941 12.79162  -0.8563
H 11.73859 11.22885 16.07655  0.2625
N 9.65240 7.25990 15.69216  -0.4404
H 13.55124 7.66012 17.38469  0.2063
H 15.06118 7.15262 16.57346  0.2088
C 12.77896 11.53633 16.15268  -0.1464
H 14.88273 8.81495 17.05195  0.2245
H 9.64876 14.45744 9.55925  0.2316
C 11.12543 7.39470 9.15897  -0.2728
O 11.79367 10.01738 13.26644  -0.7363
Te 5.45374 9.06561 14.61186  -0.1494
C 15.11525 11.09284 15.49872  -0.2394
C 14.34458 7.96230 16.67682  -0.4173
N 8.87664 11.16686 11.51524  -0.5084
H 13.13389 5.12574 14.18612  0.2718
C 9.87418 12.31560 9.62882  -0.0458
C 13.71905 5.74670 14.86887  -0.6689
S 11.53708 12.50214 6.19922  0.8475
C 8.45039 13.52777 11.13059  -0.2424
H 8.33339 4.21713 14.78113  0.2238
C 10.92268 10.89440 7.87342  0.1298
N 11.42269 10.91572 6.63037  -0.5930
H 15.81496 10.44760 14.96520  0.2273
C 10.53898 12.21414 8.37797  0.1221
C 8.74250 5.00708 15.47476  -0.2125
C 13.74517 10.72781 15.49897  0.1260
H 13.32948 5.62565 15.87335  0.2304
C 10.53619 7.60757 10.39066  0.1466
H 11.61862 8.28209 7.26864  0.2263
C 15.44134 12.22953 16.26685  -0.2181
H 12.28357 7.06165 12.77138  0.2595
N 10.05840 8.79460 10.80538  -0.4693
C 9.58921 11.10412 10.33840  0.1656
H 7.55956 12.23711 12.66531  0.2678
N 10.87230 13.18742 7.52638  -0.6044
C 8.21952 12.30408 11.80690  0.0988
H 8.57798 6.09835 18.60317  0.2231
H 7.92445 14.39464 11.46228  0.2281
C 8.79487 6.02469 17.57302  -0.2776
Te 6.21157 9.37098 12.12856  -0.5476
C 10.11838 9.83861 9.92336  0.1878
C 9.38552 6.20415 14.91915  0.1619
C 10.71199 9.67566 8.61862  -0.1049
H 16.48028 12.54338 16.39804  0.2054
Br 9.86388 8.42107 18.29601  0.0548
H 8.12226 3.99865 17.17572  0.2115
N 13.29541 9.44728 14.94423  -0.2704
C 9.91113 6.14630 13.51976  0.7615
C 13.44306 7.18823 14.55395  0.2863
H 12.41213 13.34811 17.40716  0.2328
H 14.88414 13.98118 17.34271  0.2138

***

This record from OMol25 describes a cluster of 3 separate species, C24H47IN2O2 in total. The level of theory is the ωB97M-V functional and the def2-TZVPD basis.

## Properties
HOMO-LUMO gap in eV: 8.06
Energy above the lowest of the compared OMol25 structures with the same formula, charge and spin in kJ/mol: 809.2
LUMO level in eV: 0.1
Multiplicity: 1
F_max in hartree/bohr: 0.1943
SMILES: C#CCCC[C@]1(CCCI)COC(=O)C1.CCN(CC)CC.CCN(CC)CC

Last column: Löwdin charge in e.
Geometry (Å):
C 5.45631 4.06132 0.55998  -0.2497
C 3.55674 0.78858 -3.14007  -0.1902
H -4.77972 -2.59445 -0.02746  0.0580
H 3.64891 2.25542 0.00967  0.0892
H 4.08492 5.92318 2.77012  0.0545
H 1.80144 3.45621 -1.15222  0.0748
N 4.04326 4.29888 0.24405  -0.1874
H 0.63913 -3.52520 -2.36499  0.1461
H 5.79922 4.69769 2.61672  0.0547
C -4.32154 -3.57257 0.12981  -0.0776
H -3.49219 1.55375 -1.00199  0.0787
H -1.43494 -0.55955 -4.37850  0.1242
C -0.02215 -1.24158 -2.49800  -0.3438
H -2.19034 2.94548 -0.72939  0.0618
H 1.62943 1.06606 -1.92321  0.0889
H 0.02218 -0.28148 -0.38064  0.0996
H 2.03039 -1.77410 -3.56305  0.1378
C 4.41927 0.16201 -1.85102  -0.0924
H -2.80268 -6.08865 3.22321  0.0775
H -3.88274 -3.87181 -0.82793  0.0649
N -3.65503 -3.52606 2.59709  -0.1874
C -0.74459 -0.38750 -1.25865  -0.1907
H 2.53226 6.60365 2.31940  0.0726
H 5.15842 3.04635 2.48003  0.0677
H 1.21094 4.04870 0.41684  0.0687
C -2.09174 -2.44317 -3.33283  -0.2401
C 4.84423 -0.51415 -0.66754  0.0309
C 1.78066 3.25617 -0.07637  -0.0969
I -2.00340 1.21074 1.43653  0.6962
H -4.60362 -4.61577 4.11330  0.1165
H -1.67359 -0.97272 -0.84861  0.1043
H 6.05536 4.90821 0.20203  0.1118
H -5.10874 -4.29442 0.36520  0.0714
H 3.12319 2.89922 1.55908  0.0997
H -4.40748 -6.83252 3.17235  0.0718
C -4.44961 -4.67848 3.02899  -0.2711
H -1.78457 0.97303 -2.79077  0.1181
H 1.28986 0.89167 -3.86145  0.1295
C 3.51694 5.58987 0.69366  -0.2505
H -0.34533 -2.15361 -4.67664  0.1474
C -1.26936 1.10129 -1.72207  -0.2738
H 2.60866 5.81047 0.12005  0.0999
H 6.83776 3.39088 2.07206  0.0725
H -5.44664 -4.67685 2.57152  0.0955
H -5.51310 -1.43299 1.57795  0.0541
C -0.87207 -1.45815 -3.88329  -0.0236
C -3.79086 -6.02914 2.75645  -0.0943
H 1.23465 2.32029 0.08056  0.0474
C 1.91888 0.51697 -2.94034  -0.1862
H -3.45105 -1.45205 2.87727  0.0663
H -5.91439 -0.98159 3.22663  0.0720
C -2.36217 1.76839 -0.68379  -0.5966
H -3.68538 -6.22473 1.68568  0.0639
H 3.88227 0.28061 -4.16438  0.1183
H 2.11475 -1.42001 -1.63561  0.1204
H -4.20831 -2.29948 4.19058  0.1088
O -1.42364 -3.36456 -2.39596  -0.1130
C 5.81678 3.78597 2.01520  -0.0936
C 1.62473 -1.10241 -2.66369  -0.1437
C -0.14721 -2.79147 -1.89294  -0.1245
C 3.18848 5.73879 2.17534  -0.0907
H 4.21207 6.38782 0.40558  0.1146
H -2.60082 -2.64093 1.00855  0.0966
H 4.88257 -1.15580 0.33876  0.0604
H -2.55664 -4.36812 1.03413  0.1018
H -0.39784 1.88818 -1.84233  0.0921
H -0.31580 -2.81631 -0.71834  0.1498
C -3.23146 -3.51872 1.19483  -0.2483
H 2.66995 4.86694 2.58421  0.0697
O -3.40299 -2.44798 -3.63658  -0.0261
C -5.54949 -1.80663 2.60383  -0.0919
C -4.17527 -2.24739 3.09442  -0.2554
H -6.29365 -2.60641 2.65965  0.0678
H 5.79783 3.20780 -0.04023  0.1058
C 3.19381 3.13084 0.48916  -0.2603
H 3.77583 1.93805 -3.12954  0.1051

***

This record from OMol25 describes a structure of composition C34H29MnN6O6P. The level of theory is the ωB97M-V functional and the def2-TZVPD basis.

## Properties
HOMO-LUMO gap (alpha / beta) in eV: 7.36 / 7.52
<S²>: 4.07
LUMO level (alpha / beta) in eV: -6.9 / -6.7
Total charge: +2
Multiplicity: 4
F_max in hartree/bohr: 0.0370

Last column: natural (NBO) charge in e.
Geometry (Å):
N 0.40510 -1.88540 -0.41110  -0.6321
H -0.19060 -6.62270 -0.36360  0.4386
C -0.38250 2.83600 0.75280  0.6888
H 4.95990 0.42740 4.50990  0.2451
P 2.49760 0.62530 0.15400  1.0738
H 5.19360 -3.05780 -1.64190  0.2341
H -2.39970 -3.62150 -1.95570  0.4269
C 4.02970 0.28770 3.98240  -0.1513
H 2.31930 4.40880 -2.91070  0.2362
C 2.92980 -0.23050 4.65490  -0.1740
H 7.24280 -1.70860 -1.83890  0.2394
C 2.77130 0.38850 1.94600  -0.3114
H 3.09010 -2.01240 -0.82720  0.2213
H -2.94180 -5.24490 -2.11560  0.4269
H -0.71620 7.41540 0.24530  0.2409
C 6.33210 -1.25250 -1.48760  -0.1577
N -0.08060 0.08090 -2.32760  -0.3792
H 3.00290 -0.48240 5.70070  0.2488
C -0.37530 -0.03770 -4.51480  0.0516
H 3.24590 5.47100 1.11250  0.2352
C -0.59980 2.89600 2.23100  -0.7274
H -1.27190 7.19040 -2.14160  0.2405
O -2.84640 -0.25420 -5.92190  -0.5564
C -0.54430 4.04670 -0.03080  -0.1531
O -0.56740 -0.92800 2.21750  -0.4016
C 5.17730 -2.01390 -1.37800  -0.1940
H -1.48240 3.49230 2.45530  0.2724
N -2.23020 -4.60140 -1.80360  -0.7483
C 2.49330 4.11680 -1.88680  -0.1775
C -2.32110 0.04150 -1.35830  0.7810
N -0.99500 -6.31150 -0.88450  -0.7285
C 2.67180 2.40970 -0.19320  -0.3902
H 2.21500 2.01950 -2.25000  0.2056
H 0.87210 -0.85260 4.47900  0.2488
H 3.13380 3.10350 1.79100  0.2202
C -1.04340 6.31180 -1.56030  -0.1224
C -1.39650 0.05180 -2.55660  0.0339
C 2.95330 3.38180 0.76120  -0.1661
Mn 0.21050 -0.04570 -0.07390  1.1829
C 6.31830 0.09180 -1.15300  -0.2082
C 2.43960 2.78700 -1.51800  -0.1985
H 5.13880 1.73060 -0.44150  0.2206
O -4.04550 0.00600 -4.07900  -0.6623
C 5.15350 0.68090 -0.69770  -0.1341
N 0.51960 0.02360 -3.52140  -0.2949
C 0.46460 -0.46220 1.86570  0.5133
C 2.76910 5.08570 -0.93300  -0.1775
N -0.22460 -4.19400 -0.67860  -0.6047
H -3.97860 0.14290 -3.09110  0.5161
C -1.03900 5.06030 -2.16240  -0.2080
C 1.67100 -0.16200 2.62030  -0.2196
H -1.25120 4.97410 -3.21490  0.2369
H -1.66710 -6.99930 -1.18670  0.4237
H -0.72750 1.89360 2.63820  0.2443
C -1.16350 -5.01710 -1.12090  0.6834
H -0.11090 -0.07820 -5.55140  0.2647
C -1.64020 -0.01560 -3.94250  -0.2327
H 4.81960 1.00560 2.12290  0.2317
O -1.73300 -0.15560 -0.25460  -0.7028
H 0.25860 3.36980 2.70970  0.2652
C -2.91780 -0.09370 -4.73330  0.7752
O -3.52510 0.18490 -1.51510  -0.6037
H -0.30360 5.42950 1.61320  0.2255
H -0.77350 2.95530 -1.86310  0.2242
O -0.07110 1.76230 0.20530  -0.6570
C -0.75250 6.43740 -0.20770  -0.2152
H 7.21650 0.68290 -1.24330  0.2389
H 1.52970 0.00050 -3.58990  0.4305
C 3.01110 4.71480 0.37980  -0.1990
C 1.74200 -0.45160 3.98420  -0.1262
C -0.52050 5.31820 0.56290  -0.1402
C -0.02030 -2.97140 -0.58990  0.7046
C 3.95510 0.60800 2.63250  -0.1341
C 4.00500 -1.43790 -0.92310  -0.1897
C 3.99790 -0.09030 -0.57610  -0.4073
C -0.76790 3.93790 -1.41160  -0.1441
H 2.80090 6.12690 -1.21260  0.2393